No. 1
The following is a quantum chemistry calculation of an isolated molecule of C3H4O3, from OMol25.

Properties
HOMO energy, eV: -10.20
Gap between HOMO and LUMO, eV: 11.066
ΔE to the lowest compared entry with this formula, charge and spin, kJ/mol: 111.8

Last column: Löwdin charge in e.
CARTESIAN COORDINATES (ANGSTROEM)
O -1.7204 1.0371 0.2158  0.076
C -0.6756 0.8274 0.7761  -0.241
C 0.6427 0.6654 0.0250  -0.128
O 0.4883 -0.1760 -1.1198  -0.015
C 0.0074 -1.3875 -0.8139  -0.326
O -0.3074 -1.7345 0.2968  0.082
H -0.6001 0.7565 1.8793  0.130
H 0.9692 1.6312 -0.3738  0.139
H 1.4094 0.2478 0.6880  0.130
H -0.0457 -2.0117 -1.7171  0.153

No. 2
The following is a quantum chemistry calculation of a structure of composition C52H42BiF6N6OPS3Sb, from OMol25.

Properties
HOMO energy (spin up / spin down), eV: -7.67 / -7.69
2S+1: 2
<S²>: 0.7560
Gap between HOMO and LUMO (spin up / spin down), eV: 7.736 / 6.048

Last column: Mulliken spin population.
CARTESIAN COORDINATES (ANGSTROEM)
Bi -0.7605 0.1535 -0.1630  0.025
C 4.6565 -1.3773 2.5413  0.000
N 3.5141 -1.7348 1.7084  0.000
C 2.6262 -0.8985 1.0893  0.000
N 1.7079 -1.5831 0.4517  0.000
C 1.9976 -2.9029 0.6258  0.000
C 3.1211 -3.0197 1.4197  0.000
C 3.8710 -4.1835 1.9409  0.000
C 3.4385 -4.8397 3.0902  0.000
C 4.1385 -5.9391 3.5722  0.000
C 5.2772 -6.3855 2.9131  0.000
C 5.7165 -5.7293 1.7708  0.000
C 5.0156 -4.6332 1.2869  0.000
C 1.1208 -3.9506 0.0662  0.001
C 1.5499 -5.2642 -0.1264  0.000
C 0.6776 -6.2266 -0.6158  0.000
C -0.6357 -5.8955 -0.9197  0.000
C -1.0718 -4.5902 -0.7269  0.000
C -0.2016 -3.6288 -0.2351  -0.005
P 2.8807 0.8972 1.0049  0.000
C 1.4576 1.6531 1.8546  -0.005
N 0.1557 1.5169 1.6742  -0.004
C -0.4856 2.4064 2.4964  0.011
C 0.4661 3.0675 3.2372  -0.002
N 1.6825 2.5795 2.8311  0.001
C 2.9705 3.0329 3.3545  0.000
C 0.3235 4.0657 4.3177  0.000
C 0.7738 5.3739 4.1482  0.000
C 0.5840 6.3145 5.1508  0.000
C -0.0539 5.9516 6.3298  0.000
C -0.4993 4.6479 6.5050  0.000
C -0.3126 3.7053 5.5030  0.000
C -1.9393 2.6543 2.4383  -0.004
C -2.4510 3.9335 2.6743  -0.004
C -3.8115 4.1742 2.5771  0.001
C -4.6849 3.1468 2.2405  0.000
C -4.1838 1.8777 1.9993  0.003
C -2.8199 1.6330 2.1004  0.005
C 2.4743 1.0511 -0.7653  0.005
N 1.4405 0.5132 -1.3789  -0.004
C 1.5890 0.7195 -2.7215  -0.004
C 2.7477 1.4275 -2.9284  0.002
N 3.3034 1.6212 -1.6817  -0.003
C 4.5843 2.2702 -1.4134  0.000
C 3.3720 1.8646 -4.1887  0.002
C 3.5547 0.9419 -5.2160  0.000
C 4.0846 1.3445 -6.4324  0.000
C 4.4376 2.6731 -6.6345  0.000
C 4.2653 3.5966 -5.6124  0.000
C 3.7351 3.1943 -4.3949  0.000
C 0.5500 0.2736 -3.6668  0.004
C -0.0437 -0.9741 -3.4839  -0.003
C -1.0680 -1.3947 -4.3218  0.001
C -1.5101 -0.5680 -5.3417  0.002
C -0.9194 0.6783 -5.5303  0.017
C 0.1090 1.0979 -4.6997  -0.005
H 4.4909 -0.4029 2.9893  0.000
H 4.7641 -2.1121 3.3342  0.000
H 5.5786 -1.3511 1.9603  0.000
H 2.5386 -4.4966 3.5951  0.000
H 3.7882 -6.4477 4.4613  0.000
H 5.8208 -7.2442 3.2883  0.000
H 6.6022 -6.0749 1.2520  0.000
H 5.3436 -4.1330 0.3826  0.000
H 2.5681 -5.5461 0.1037  0.000
H 1.0255 -7.2438 -0.7507  0.000
H -1.3183 -6.6514 -1.2871  0.000
H -2.0999 -4.3179 -0.9379  0.000
H -0.5684 -2.6286 -0.0129  0.004
H 2.8180 3.4223 4.3566  0.000
H 3.6688 2.2045 3.3991  0.000
H 3.3930 3.8190 2.7293  0.000
H 1.2494 5.6587 3.2157  0.000
H 0.9220 7.3331 5.0068  0.000
H -0.2082 6.6871 7.1101  0.000
H -0.9987 4.3625 7.4219  0.000
H -0.6670 2.6868 5.6253  0.000
H -1.7863 4.7502 2.9184  0.000
H -4.1913 5.1726 2.7563  0.000
H -5.7500 3.3340 2.1821  -0.002
H -4.8470 1.0581 1.7510  -0.002
H -2.4603 0.6049 2.0389  0.001
H 5.1849 2.2479 -2.3169  0.000
H 4.4396 3.3052 -1.1070  0.000
H 5.1069 1.7408 -0.6236  0.000
H 3.2727 -0.0924 -5.0575  0.000
H 4.2193 0.6214 -7.2265  0.000
H 4.8377 2.9903 -7.5896  0.000
H 4.5271 4.6353 -5.7694  0.000
H 3.5728 3.9238 -3.6090  0.000
H 0.3208 -1.6299 -2.6962  0.003
H -1.5256 -2.3641 -4.1688  0.001
H -2.3215 -0.8855 -5.9854  -0.002
H -1.2760 1.3337 -6.3158  -0.003
H 0.5459 2.0822 -4.8273  -0.007
S -3.4084 2.5440 -3.7556  0.892
Sb -3.3303 2.2762 -1.4151  -0.007
S -0.9264 2.5013 -1.0790  0.034
S -3.1768 -0.1078 -1.2317  0.057
C -2.1683 -2.9313 3.5111  0.000
C -1.2930 -1.6704 3.3710  -0.003
O -1.2549 -1.1618 2.1328  -0.002
C 0.1602 -2.0664 3.8180  0.000
F 1.0592 -1.0886 3.5761  0.000
F 0.5728 -3.1439 3.1209  0.000
F 0.3062 -2.3937 5.1217  0.000
C -1.8411 -0.6462 4.4151  0.000
F -1.9272 -1.1134 5.6791  0.000
F -1.0906 0.4827 4.4754  0.000
F -3.0839 -0.2681 4.0759  0.000
H -1.8482 -3.6457 2.7545  0.000
H -3.2063 -2.6587 3.3205  0.000
H -2.0894 -3.3867 4.5000  0.000

No. 3
The following is a quantum chemistry calculation of a cluster of 2 separate species, C4H10O in total, from OMol25.

Properties
HOMO energy, eV: -9.53
Gap between HOMO and LUMO, eV: 10.571
ΔE to the lowest compared entry with this formula, charge and spin, kJ/mol: 64.2

Last column: Löwdin charge in e.
CARTESIAN COORDINATES (ANGSTROEM)
C 2.1045 0.0198 -0.3916  -0.107
C 0.7453 -0.6110 -0.2925  -0.198
C -0.4004 -0.0242 -0.6458  -0.216
C -1.7674 -0.6234 -0.4868  -0.108
H 2.0355 1.0785 -0.6633  0.073
H 2.7263 -0.4835 -1.1412  0.072
H 2.6370 -0.0506 0.5644  0.073
H 0.7075 -1.6250 0.1103  0.109
H -0.3615 0.9867 -1.0596  0.110
H -2.2500 -0.7887 -1.4571  0.073
H -1.7217 -1.5803 0.0435  0.078
H -2.4048 0.0489 0.0982  0.069
O -0.8836 1.1288 2.1092  -0.065
H -0.3468 0.5452 1.5540  -0.003
H -0.8199 1.9788 1.6583  0.039